No. 1
31
Properties=species:S:1:pos:R:3:forces:R:3 method="wB97M-V/def2-TZVPD" charge=+2 orbital_gap_ev="6.53 / 6.53"
Tc -0.788097 0.775397 0.059257 -0.945 1.222 -0.820
C 2.315274 -0.524045 0.973223 -0.060 -0.006 0.137
C 2.565330 0.878336 0.464840 -0.174 0.016 -0.140
S 1.369627 1.490717 -0.762325 0.037 -0.383 0.079
C 1.590715 0.459971 -2.259720 -0.043 0.081 0.156
C 1.015734 -0.942098 -2.221993 -0.188 -0.046 0.024
S -0.716610 -0.971336 -1.602249 0.181 0.075 0.192
C -0.713667 -2.467065 -0.563892 0.013 0.153 -0.190
C 0.285831 -2.480285 0.581075 -0.034 0.077 0.137
S 0.554522 -0.856054 1.408335 0.140 -0.097 -0.182
H 2.884865 -0.689141 1.887259 0.043 -0.024 -0.031
H 2.621927 -1.269284 0.244244 -0.035 -0.020 0.013
H 3.557781 0.944066 0.017316 0.024 0.052 0.038
H 2.509073 1.616274 1.265607 0.020 0.014 0.002
H 2.654563 0.437838 -2.497354 0.003 0.032 -0.033
H 1.087613 1.055455 -3.023838 0.072 0.010 -0.041
H 1.616466 -1.623132 -1.623038 -0.024 0.029 0.006
H 0.972777 -1.332367 -3.238585 0.086 -0.043 0.008
H -0.546820 -3.323839 -1.217378 -0.050 -0.045 0.035
H -1.737633 -2.520204 -0.195358 -0.012 -0.055 -0.026
H 1.263812 -2.840865 0.270467 0.009 0.007 0.002
H -0.070473 -3.151593 1.361540 0.028 -0.024 -0.014
S -2.450812 1.034303 4.263301 0.111 -0.006 -0.311
C -2.072951 1.108426 2.730433 -0.100 -0.164 0.294
S -0.932001 2.270141 1.922207 -0.112 -0.166 -0.185
S -2.652064 -0.022345 1.403466 0.678 0.036 0.154
S -2.229066 3.901134 1.606346 -0.072 -0.076 -0.234
As -3.007365 3.829555 -0.467196 -0.224 -0.061 0.289
S -1.847852 2.120143 -1.382943 0.573 -1.045 0.773
S -4.514472 1.059239 1.157954 -0.198 0.271 -0.265
S -4.586023 2.032669 -0.561013 0.253 0.186 0.131

No. 2
20
Properties=species:S:1:pos:R:3:forces:R:3 method="wB97M-V/def2-TZVPD" s2=6.01 multiplicity=5 orbital_gap_ev="7.10 / 7.07"
C 0.482877 3.115977 0.806631 0.149 0.187 0.157
C -0.026736 1.925237 0.026795 -0.666 -0.249 -0.472
O 0.709562 0.712517 0.223526 1.585 1.850 2.140
V 2.268729 0.673061 1.337828 -0.053 -0.136 -0.079
H -0.135366 3.996266 0.584008 0.108 -0.223 0.016
H 0.411293 2.938053 1.890137 0.130 0.053 -0.252
H 1.516670 3.370798 0.525920 -0.227 -0.081 0.175
H -0.021806 2.157225 -1.050740 0.047 0.040 0.190
H -1.086635 1.755791 0.279711 0.269 -0.116 0.041
C -0.225363 -0.842882 -0.354654 -0.852 -1.207 -1.192
C 0.346657 -2.137113 0.223424 -0.071 -0.080 0.044
O -0.200219 -3.276074 -0.408320 1.077 -0.250 1.233
C -1.556197 -3.200576 -0.614886 -0.626 -0.010 -3.732
O -1.958166 -1.987719 -0.641153 0.308 0.708 0.886
O -2.098851 -4.177376 -1.112372 0.143 0.185 1.529
O 0.341443 -0.595198 -1.576765 -0.990 -0.003 -0.141
H -1.073214 -0.362069 0.146027 0.633 0.096 -0.763
H 0.152469 -2.145214 1.303638 0.118 -0.106 -0.022
H 1.416402 -2.228902 -0.017752 -0.225 0.430 0.364
H 0.736451 0.308197 -1.571005 -0.857 -1.091 -0.120

No. 3
110
Properties=species:S:1:pos:R:3:forces:R:3 method="wB97M-V/def2-TZVPD" orbital_gap_ev=9.18
C 1.203849 -1.785381 4.920283 0.237 -0.021 -0.250
C 1.859927 -2.515260 3.761093 -0.334 -0.945 -0.201
O 1.748314 -3.721492 3.675628 0.305 0.722 0.088
N 2.607425 -1.786204 2.782808 -0.406 0.276 0.453
C 2.083202 -0.438155 2.501322 0.223 -0.052 0.416
C 0.715223 -0.542415 1.871088 0.250 -0.034 -0.680
C 0.162419 0.776628 1.324149 -0.616 -0.061 0.466
C -1.118413 1.238897 2.055152 0.035 -0.530 -0.483
Si -2.597445 0.135490 1.674892 0.101 0.716 -0.789
C -4.247847 0.954237 2.002250 0.508 0.144 0.692
C -5.140239 0.198770 2.989308 -0.519 -0.122 -0.785
C -5.464895 -1.254259 2.571827 -0.965 -0.209 1.144
C -6.991029 -1.456620 2.363470 0.338 -0.084 -0.585
C -5.031905 -2.209889 3.702468 0.378 0.309 -0.794
C -5.148043 -3.693910 3.331130 0.271 -0.319 0.344
C -4.132433 -4.591324 4.010993 0.386 0.355 -0.307
C -2.824902 -4.344051 4.182268 -0.417 -0.495 0.062
C -2.091724 -5.011094 5.312670 -0.173 -0.658 -0.567
C -1.993222 -3.473917 3.298375 -0.083 0.026 0.338
O -2.516615 -0.179515 0.017527 -0.062 -0.814 0.535
Si -2.030858 -1.702017 -0.443199 -0.018 0.422 -0.480
C -3.474576 -2.885657 -0.786807 0.613 -0.045 0.310
C -2.923202 -4.308065 -0.904233 -0.118 0.515 0.040
O -1.483035 -4.250527 -1.032859 0.115 -0.946 0.238
C -0.783873 -5.149681 -0.301962 2.929 -0.023 -0.808
O 0.401640 -5.368966 -0.529572 -2.602 0.525 0.464
H 0.268239 -1.324142 4.622904 -0.127 0.109 -0.084
H 0.996923 -2.517742 5.687798 -0.035 -0.099 0.173
H 1.856415 -1.003285 5.294501 0.048 0.135 0.154
H 3.559014 -1.720669 3.123018 0.242 -0.222 -0.259
H 2.762151 0.045936 1.806709 0.076 -0.071 -0.156
H 2.070107 0.181288 3.403988 -0.158 0.178 0.093
H 0.007443 -1.017339 2.545969 -0.169 0.031 0.195
H 0.828122 -1.230988 1.038040 0.072 -0.172 0.013
H -0.094424 0.650719 0.277056 0.129 0.050 -0.243
H 0.891576 1.581591 1.368400 0.282 -0.016 0.045
H -1.356522 2.228119 1.668727 -0.198 0.294 0.299
H -0.944887 1.267157 3.130314 -0.021 0.296 0.172
H -2.501374 -1.169463 2.351819 -0.056 0.193 0.100
H -4.753782 1.153109 1.061921 -0.130 -0.187 -0.212
H -4.035656 1.938318 2.424592 0.030 0.181 -0.002
H -4.744102 0.211349 4.000824 0.346 -0.003 0.092
H -6.084094 0.734921 3.050754 -0.102 0.168 0.132
H -4.995032 -1.540306 1.634241 0.450 0.139 -0.063
H -7.367738 -2.302871 2.926691 -0.101 -0.082 0.189
H -7.562412 -0.574785 2.629472 -0.118 0.092 0.111
H -7.198825 -1.679612 1.319779 -0.178 0.061 -0.167
H -4.017261 -1.952180 3.999672 0.149 -0.122 0.035
H -5.674884 -1.972805 4.547249 -0.010 -0.096 0.288
H -5.163045 -3.829869 2.248387 -0.010 0.059 -0.202
H -6.100734 -4.043441 3.716173 -0.324 -0.134 -0.329
H -4.520909 -5.525514 4.394401 -0.163 0.168 0.710
H -1.108370 -5.369592 5.017324 0.255 0.173 0.099
H -2.657958 -5.871388 5.659961 -0.111 -0.099 0.146
H -2.021069 -4.321522 6.148403 0.251 0.157 0.112
H -1.572411 -2.623002 3.833225 0.022 0.215 -0.064
H -2.522648 -3.141408 2.412253 -0.120 0.099 0.024
H -1.141730 -4.070869 2.973651 0.183 -0.061 -0.056
H -1.156342 -2.255892 0.601164 -0.017 -0.025 0.071
H -1.268604 -1.529320 -1.696885 -0.031 0.010 0.004
H -4.194370 -2.847089 0.026334 -0.190 0.121 0.034
H -3.957340 -2.568637 -1.704869 -0.177 0.052 -0.103
H -3.310309 -4.803832 -1.786826 0.020 -0.226 -0.091
H -3.159812 -4.897112 -0.022896 -0.122 -0.106 0.119
H -1.301931 -5.637217 0.534619 -0.344 0.092 -0.156
O 2.737989 -0.544050 -2.940990 -0.009 0.269 0.087
S 2.816948 -1.395483 -1.789289 0.019 -0.608 -0.171
O 2.668055 -0.839677 -0.477394 -0.008 0.307 -0.154
O 4.179713 -2.209547 -1.861645 -0.087 -0.031 0.065
C 5.403554 -1.455582 -1.997826 0.431 0.319 -0.029
C 5.811888 -0.754577 -0.717226 -0.207 0.031 0.109
C 1.715144 -2.750192 -1.966023 0.098 -0.060 0.042
H 5.307685 -0.750038 -2.825319 -0.142 -0.017 0.010
H 6.157887 -2.186793 -2.279831 -0.147 -0.150 -0.015
H 5.099841 0.023057 -0.444899 0.006 0.024 -0.031
H 6.790087 -0.289915 -0.843246 0.024 -0.056 -0.060
H 5.856278 -1.463880 0.109246 0.055 -0.030 -0.016
H 1.840033 -3.187937 -2.952180 0.036 0.018 -0.008
H 0.706780 -2.359280 -1.849346 0.026 0.043 0.002
H 1.923846 -3.477560 -1.186624 -0.017 -0.010 0.023
O 6.407343 2.707727 -5.408554 0.091 -0.181 0.080
S 6.241944 3.778220 -4.475136 -0.276 0.333 -0.114
O 6.868810 3.724254 -3.192309 0.119 -0.145 0.027
O 4.689278 4.067171 -4.297509 0.071 0.130 -0.023
C 3.829905 2.967322 -3.900872 -0.354 -0.511 0.212
C 3.987133 2.592460 -2.444971 0.264 0.089 0.167
C 6.661316 5.304312 -5.247364 -0.036 0.053 -0.041
H 4.007446 2.112545 -4.554548 0.131 0.071 -0.049
H 2.815092 3.315097 -4.085769 0.084 0.208 -0.097
H 4.978801 2.186572 -2.245202 -0.002 -0.028 -0.024
H 3.251952 1.835593 -2.176304 -0.064 0.014 -0.088
H 3.856044 3.464228 -1.803263 -0.072 0.020 -0.034
H 6.166828 5.360670 -6.213034 -0.012 -0.019 0.001
H 7.741502 5.309954 -5.371991 0.013 -0.047 0.015
H 6.355397 6.120373 -4.598220 0.008 -0.012 0.027
O 1.287913 6.056057 -2.664616 -0.089 0.042 0.169
S 1.281059 6.936519 -3.792338 0.131 -0.121 -0.369
O 0.786046 8.271202 -3.662629 -0.031 0.041 0.172
O 0.533782 6.211690 -4.995914 0.104 0.063 -0.065
C -0.803953 5.722463 -4.760898 -0.522 -0.150 0.114
C -1.836420 6.830903 -4.704927 0.144 0.181 0.085
C 2.880221 6.980415 -4.520561 0.073 -0.056 -0.084
H -0.816448 5.118132 -3.852387 0.131 0.066 0.041
H -1.014382 5.058415 -5.596560 0.202 0.018 -0.073
H -1.680252 7.477214 -3.843072 -0.003 -0.021 0.019
H -2.836790 6.403810 -4.632583 0.021 -0.073 -0.050
H -1.778324 7.453793 -5.597237 -0.039 -0.042 -0.038
H 3.240379 5.962053 -4.639480 0.015 0.003 0.007
H 3.525544 7.533071 -3.841238 -0.054 0.006 0.065
H 2.817954 7.492978 -5.476846 -0.049 0.017 0.009

No. 4
11
Properties=species:S:1:pos:R:3:forces:R:3 method="wB97M-V/def2-TZVPD" orbital_gap_ev=9.69
N -1.989326 0.581949 -2.564293 0.762 -0.359 0.694
C -1.189772 0.187879 -1.821097 -0.698 0.341 -0.622
C -0.196392 -0.277843 -0.901680 -0.176 -0.230 0.021
C -0.384707 -0.023655 0.504781 -0.124 -0.131 -0.143
C 0.798298 -0.251283 1.326227 -0.034 -0.148 0.068
O 0.914848 1.058674 0.733647 0.242 0.253 -0.132
H 0.831125 0.704948 -0.433147 0.054 0.125 0.262
H 0.275682 -1.223131 -1.162820 -0.041 0.118 0.027
H -1.265913 0.435010 0.939494 0.124 -0.059 -0.052
H 0.711933 -0.194158 2.408346 -0.004 -0.012 -0.161
H 1.532587 -0.977026 0.976231 -0.105 0.102 0.037

No. 5
15
Properties=species:S:1:pos:R:3:forces:R:3 method="wB97M-V/def2-TZVPD" orbital_gap_ev="8.19 / 8.19"
C 0.270540 -0.120288 0.172682 -0.688 0.319 0.725
C -0.670474 -1.142537 0.641932 0.394 -0.656 -1.039
C 1.571193 0.108271 0.893320 -0.008 0.025 -0.128
C -0.682331 0.842954 0.058656 0.344 -0.124 -0.183
C -1.435621 1.797648 -0.420542 -0.133 0.050 0.043
O 0.689449 -1.068400 -1.466512 -0.363 -0.612 0.035
O -1.242584 -1.853491 -0.253741 0.329 0.267 0.614
H 0.578167 -0.405717 -2.157415 -0.129 -0.121 0.068
H -0.466208 -1.680115 -1.105453 0.475 0.872 -0.174
H -0.754372 -1.406640 1.693534 -0.247 0.197 0.020
H 2.255784 -0.700991 0.649909 0.003 0.020 -0.018
H 1.411903 0.130464 1.973512 -0.030 -0.028 -0.023
H 2.010105 1.059295 0.591869 -0.033 -0.075 0.003
H -2.264771 2.219074 0.139804 0.097 0.011 0.045
H -1.270780 2.220473 -1.411556 -0.011 -0.145 0.011

No. 6
22
Properties=species:S:1:pos:R:3:forces:R:3 method="wB97M-V/def2-TZVPD" orbital_gap_ev=8.67
C 1.803984 -0.566862 -1.393383 2.629 -2.255 0.849
C -0.557327 0.298842 -1.672636 1.098 0.683 2.104
C -1.752629 0.122134 -0.695538 0.134 -0.397 0.266
C -1.257947 0.113429 0.768373 -1.550 -0.119 -0.488
C -1.820729 -0.458831 1.904654 0.033 -0.341 -2.656
C -0.174473 0.843825 2.405589 3.035 0.956 3.767
H 3.123605 0.471183 -0.377835 -3.102 1.288 -1.440
H 1.421132 1.091898 -0.330686 0.920 -0.296 -0.087
H 3.659363 -1.229481 -1.349722 -1.340 -0.379 -0.183
H 0.401355 -1.539423 -2.209986 -0.683 0.028 0.284
H -0.054141 1.260624 -1.432334 -0.474 -0.573 -0.076
H -0.880942 0.439772 -2.656612 -0.671 -0.170 -1.648
H -2.554680 0.892777 -0.920670 1.137 -0.515 0.527
H -2.264390 -0.832010 -0.887182 0.226 0.071 -0.035
H -2.546997 -1.256717 1.818312 -0.074 0.256 0.957
H -1.224362 -0.212619 3.945425 0.286 0.308 -1.151
H 0.651065 1.346511 3.012586 -1.540 -0.792 -0.707
N 2.162054 0.669472 -0.920085 2.846 -0.091 2.042
N 2.688811 -1.593245 -1.530967 -1.755 2.849 -0.158
N 0.464019 -0.753333 -1.569245 -0.335 -0.917 -1.143
N -1.076394 0.002275 2.947152 -0.733 -0.482 1.404
N -0.210378 0.889779 1.144790 -0.086 0.887 -2.429